The following is a quantum chemistry calculation of a 2-piece molecular cluster, C4H14N2OS overall at a distorted geometry, from OMol25.

Calculated values
- SMILES = NCNCCCS.O
- molar mass (g/mol) = 138.24
- E_tot (eV) = -20237.388
- gap between HOMO and LUMO (eV) = 9.1789
- HOMO (eV) = -8.446
- ΔE to the lowest compared entry with this formula, charge and spin (kJ/mol) = 61.8

Atoms and positions in Å:
S 1.1701 -1.9934 -0.9606
O 1.8706 -1.6869 2.5972
N -1.4072 -0.2978 1.8118
N -1.5866 0.9147 -0.2755
C 0.7640 0.7050 -1.0811
C -0.5423 1.4748 -1.1281
C 0.6777 -0.6080 -1.9599
C -1.3804 1.0100 1.1544
H -2.0675 -0.3110 2.5771
H -0.4861 -0.5857 2.1244
H 0.7489 -3.0042 -1.7307
H -0.4221 1.4975 1.3434
H -1.8283 -0.0147 -0.5938
H -0.2911 -0.6341 -2.4197
H 1.5723 1.2824 -1.5034
H -2.1470 1.6473 1.6066
H 1.5978 -1.9274 1.6938
H -0.4227 2.4989 -0.8239
H -0.9256 1.5984 -2.1422
H 1.3527 -0.4317 -2.7722
H 2.8234 -1.5512 2.5283
H 0.9293 0.4170 -0.0459

The following is a quantum chemistry calculation of C5H6O2 as an isolated structure at a distorted geometry, from OMol25.

Calculated values
- molar mass (g/mol) = 98.10
- E_tot (eV) = -9373.579
- gap between HOMO and LUMO (eV) = 10.6708
- HOMO (eV) = -9.643
- ΔE to the lowest compared entry with this formula, charge and spin (kJ/mol) = 339.3

Atoms and positions in Å:
O -1.2092 -0.0331 -1.0514
O 1.7052 0.1310 0.4921
C -0.4789 0.9653 -0.3224
C 0.9539 -0.8603 -0.2299
C 0.9705 0.5335 -0.6481
C -0.7996 0.2450 0.9917
C -0.5271 -0.9564 0.1079
H -0.9769 -1.9483 0.2118
H 1.5465 -1.6785 -0.6318
H -1.8588 0.2499 1.2533
H -0.1400 0.4620 1.8262
H 1.4998 0.8599 -1.5359
H -0.6855 2.0302 -0.4637

The following is a quantum chemistry calculation of a 2-piece molecular cluster, C6H11NO overall, from OMol25.

Calculated values
- SMILES = C=C(C)O.C=CN=C
- molar mass (g/mol) = 113.16
- E_tot (eV) = -9935.741
- gap between HOMO and LUMO (eV) = 9.7612
- HOMO (eV) = -8.931
- ΔE to the lowest compared entry with this formula, charge and spin (kJ/mol) = 261.8

Atoms and positions in Å:
O -1.4151 -0.5182 -1.3598
N -0.8588 1.2898 1.8283
C 0.5645 -1.7501 -1.5436
C -0.1010 -0.6273 -1.7584
C 0.4006 0.5622 -2.5288
C -1.6183 0.2752 1.7717
C 1.0528 0.1162 2.7777
C 0.5294 1.0569 1.9976
H -0.3455 0.8855 -3.2553
H 1.1388 1.7889 1.4830
H 0.4707 -0.5704 3.3709
H -1.6038 0.4157 -1.2634
H -1.2861 -0.7569 1.6544
H 1.3213 0.3649 -3.0716
H -2.6893 0.4558 1.7842
H 0.6161 1.4113 -1.8736
H 1.5730 -1.8615 -1.9064
H 2.1260 0.0294 2.8829
H 0.1245 -2.5675 -0.9900

The following is a quantum chemistry calculation of C29H30AsN5O2S2V as an isolated structure at a distorted geometry, from OMol25.

Calculated values
- 2S+1 = 3
- total charge = +1
- expectation value of S² = 2.018
- molar mass (g/mol) = 670.59
- E_tot (eV) = -150298.899
- gap between HOMO and LUMO (spin up / spin down) (eV) = 8.0920 / 8.0140
- HOMO (spin up / spin down) (eV) = -10.705 / -10.800
- ΔE to the lowest compared entry with this formula, charge and spin (kJ/mol) = 82.2

Atoms and positions in Å:
As 0.9344 1.8231 1.7136
V -0.7961 0.7866 -1.1233
S -2.0999 -1.0354 -1.4949
S -4.3697 -1.6142 0.4149
O 0.1114 0.8918 0.6206
O -0.5483 1.9747 -2.4034
N -3.4471 0.7990 -0.1005
N 0.8509 -0.2558 -1.7854
N 2.2472 -1.9393 -2.0309
N 5.4332 -7.7977 -0.7960
N -2.5197 1.6289 -0.6997
C -2.7969 -3.1599 3.1838
C 4.1957 -5.5902 -1.2955
C 2.5408 -1.0170 -3.0159
C 4.0275 -3.5322 -2.5284
C 3.0583 -5.2427 -0.5705
C -1.3470 6.0154 -2.0967
C -4.4261 3.1113 -0.9867
C -0.3437 -1.9539 2.7414
C -4.0065 -1.1906 2.1809
C 2.4747 0.8407 2.3420
C 1.2179 -1.4280 -1.3163
C -2.2718 5.1093 -1.6305
C -0.3954 -3.2238 3.2981
C -1.5140 -1.2916 2.4025
C 1.5325 3.4838 0.9292
C 2.9000 -3.1794 -1.7957
C 1.6694 0.0125 -2.8570
C 2.4140 -4.0478 -0.8213
C 0.0801 4.2082 -2.7821
C 4.8769 -6.8184 -1.0228
C -0.1628 5.5597 -2.6745
C 4.6702 -4.7303 -2.2825
C -1.6269 -3.8246 3.5185
C -2.0300 3.7280 -1.6825
C -2.9705 2.7797 -1.1049
C -2.7529 -1.8879 2.6208
C -3.3004 -0.4495 -0.3670
C -0.8358 3.2675 -2.2899
C -0.2158 2.2068 3.2191
H -3.1864 5.4650 -1.1754
H -3.7556 -3.6369 3.3503
H 0.3351 2.7488 3.9860
H 3.0261 1.4321 3.0713
H 1.5198 -3.8071 -0.2631
H 0.6698 4.0698 0.6139
H -1.0572 2.8050 2.8739
H 0.7411 -1.9127 -0.4813
H -5.0194 2.2704 -1.3402
H -1.5402 7.0758 -2.0107
H -1.4739 -0.3073 1.9534
H 0.5199 -3.7360 3.5663
H 1.5602 0.9126 -3.4346
H 3.1192 0.6048 1.4972
H -4.8800 -1.5179 2.7407
H 2.6785 -5.9149 0.1861
H -3.9310 -0.1076 2.2283
H -1.6755 -4.8128 3.9566
H 3.3127 -1.1565 -3.7486
H 2.1594 3.2680 0.0657
H -4.6926 3.2803 0.0586
H 5.5450 -5.0055 -2.8547
H 0.6159 -1.4718 2.5807
H -0.5814 1.2645 3.6245
H 4.4164 -2.8793 -3.2957
H 2.1351 -0.0811 2.8116
H 0.5655 6.2699 -3.0435
H -4.6744 3.9919 -1.5699
H 2.1070 4.0399 1.6686
H 0.9834 3.8319 -3.2466

The following is a quantum chemistry calculation of C50H46AsBrCsN2O4SSb as an isolated structure at a distorted geometry, from OMol25.

Calculated values
- total charge = -2
- molar mass (g/mol) = 1180.49
- E_tot (eV) = -212571.688
- gap between HOMO and LUMO (eV) = 4.3476
- HOMO (eV) = -1.030
- ΔE to the lowest compared entry with this formula, charge and spin (kJ/mol) = 74.1

Atoms and positions in Å:
Cs -2.7056 0.6113 0.2421
Sb 1.0586 -1.2152 0.7466
Br -0.5888 6.8587 -4.8811
As -0.8064 2.8120 1.9492
S -3.5495 -0.5301 4.1254
O -5.2914 2.9272 -1.8349
O -1.8729 -1.3452 1.5908
O -3.0838 -2.1679 -0.0566
O -3.6234 2.7581 -0.3350
N -0.5440 -0.1514 -2.5108
N 0.9279 1.9979 -1.6699
C -5.7531 -3.8815 3.7207
C -3.8609 4.9369 -3.1994
C 0.1391 -1.0120 4.9727
C -1.9162 4.1169 -2.0739
C 3.1752 -0.6372 0.8341
C 0.8434 3.5912 2.6925
C -4.1718 -2.0158 3.4229
C 1.4473 2.1886 -5.3434
C -1.1064 4.9217 -2.8625
C 0.2552 -0.8703 3.5970
C 3.6317 -3.7756 -0.3309
C -1.7016 5.7430 -3.8013
C -4.5032 -3.7305 1.7100
C -1.2744 -1.1682 -2.9064
C 1.0175 -1.7482 2.8297
C 3.8374 -0.4138 2.0357
C 2.5066 -3.8055 2.7196
C 1.6637 -2.8126 3.4678
C 3.1577 -0.5144 -1.6851
C 0.7877 -2.0606 5.5996
C -0.4871 -4.7571 -1.0947
C -1.6024 4.5502 1.4847
C 1.8495 -5.2299 -1.2342
C -2.8502 -2.0060 1.1810
C 5.7526 0.4755 0.8902
C -3.2939 4.1086 -2.2371
C -0.8752 -0.7105 -5.2130
C 1.1346 -3.1714 -0.2033
C -4.1705 3.1874 -1.3870
C 2.1689 -4.0319 -0.5926
C 5.1156 0.1339 2.0692
C 5.1059 0.2624 -0.3209
C 2.4943 3.4449 -3.4613
C 2.5941 3.6678 -2.1125
C -3.8480 -2.5850 2.1606
C -5.4398 -4.4074 2.4678
C 1.5357 -2.9529 4.8462
C -0.0760 0.3740 -4.8101
C 3.8312 -0.2879 -0.3601
C 0.6334 1.1987 -5.7613
C 1.6020 2.4657 -3.9336
C -1.4859 -1.4845 -4.2633
C -1.7278 2.5516 3.6557
C 1.7605 2.9229 -1.2554
C 0.0350 0.6299 -3.4408
C 0.5411 -5.5992 -1.4873
C 0.8631 1.7425 -2.9919
C -0.1842 -3.5570 -0.4710
C -5.1461 -2.7288 4.1612
C -3.0738 5.7698 -3.9799
H 1.9027 -4.4820 2.1123
H -2.6261 4.3993 1.1520
H 1.3548 4.1698 1.9221
H 3.1989 -3.3026 2.0472
H -1.0977 1.9310 4.2943
H -1.5561 5.2084 2.3549
H -4.2456 -4.0783 0.7184
H 3.8015 -2.9055 0.2940
H 5.5955 0.5271 -1.2511
H 1.7914 3.0970 -0.1833
H -5.4159 -2.3069 5.1236
H 6.7449 0.9110 0.9077
H 2.6591 -5.8915 -1.5261
H -6.4906 -4.3688 4.3513
H -1.8956 3.5244 4.1238
H 3.7510 -0.1211 -2.5127
H 4.0777 -4.6380 0.1702
H 3.3501 -0.6685 2.9715
H 0.6812 -2.2076 6.6680
H -0.5136 -0.3512 5.5252
H 3.0941 -4.4045 3.4182
H -1.5252 -5.0138 -1.2626
H 0.5989 4.2536 3.5267
H -5.9176 -5.3042 2.0943
H -1.0385 4.9905 0.6618
H -0.3274 -0.0977 3.1151
H -0.0347 4.9177 -2.7429
H -1.7486 -1.7525 -2.1245
H -3.5156 6.4225 -4.7213
H 4.1809 -3.6246 -1.2628
H 0.3274 -6.5409 -1.9806
H -2.1174 -2.3213 -4.5253
H 1.5105 2.8017 3.0399
H -1.4807 3.4827 -1.3150
H 3.2690 4.4094 -1.7063
H 3.0907 4.0077 -4.1710
H -2.6629 2.0129 3.5166
H -1.0183 -2.9175 -0.2062
H 5.6051 0.2936 3.0226
H -4.9327 4.8931 -3.3343
H 2.0327 -3.7851 5.3344
H 2.0049 2.7943 -6.0473
H -0.9925 -0.9212 -6.2706
H 0.5121 0.9842 -6.8169
H 2.9844 -1.5740 -1.8697
H 2.1809 -0.0360 -1.7057

The following is a quantum chemistry calculation of C4H11NO in the gas phase at a distorted geometry, from OMol25.

Calculated values
- SMILES = C[C@H](N)[C@@H](C)O
- molar mass (g/mol) = 89.14
- E_tot (eV) = -7862.827
- gap between HOMO and LUMO (eV) = 10.5014
- HOMO (eV) = -9.503
- ΔE to the lowest compared entry with this formula, charge and spin (kJ/mol) = 166.6

Atoms and positions in Å:
O -0.7188 1.0482 1.4315
N 0.9639 -1.2368 1.2311
C -0.1491 1.7323 -0.9447
C -0.8451 -1.2099 -0.5704
C 0.2738 0.8897 0.4669
C 0.4028 -0.4802 -0.1110
H 1.2214 -0.5556 -0.8258
H -1.8128 -0.7503 -0.3487
H 1.9579 -1.0500 1.3592
H -0.5069 1.2033 -1.8285
H 0.8562 -2.2508 1.2194
H -0.8588 0.1762 1.8433
H -0.8233 -1.3465 -1.6539
H 0.7409 2.2954 -1.2350
H -0.9524 2.4247 -0.6812
H 1.2063 1.3327 0.8156
H -0.9561 -2.2223 -0.1678

The following is a quantum chemistry calculation of C22H34O19S as an isolated structure at a distorted geometry, from OMol25.

Calculated values
- molar mass (g/mol) = 634.56
- E_tot (eV) = -73102.892
- gap between HOMO and LUMO (eV) = 10.8707
- HOMO (eV) = -10.543
- ΔE to the lowest compared entry with this formula, charge and spin (kJ/mol) = 24.6

Atoms and positions in Å:
S -0.2665 -1.2169 0.3718
O 1.1862 2.7687 -1.8047
O -1.1673 3.4467 2.6801
O 1.0716 -1.6054 0.4205
O 0.2228 -5.8891 -2.3312
O -6.0537 -2.4197 -1.7560
O -0.0385 4.1860 0.8782
O -0.2899 -6.4310 -4.4907
O -0.4387 0.0481 -0.5527
O -0.1269 5.4910 2.6463
O 1.9435 0.9716 2.5381
O -1.6351 -5.0340 -3.2461
O -1.2266 -2.1973 -0.0006
O -0.6781 -0.6009 1.7601
O 2.4154 0.9796 -1.2741
O 2.3062 2.2247 4.3116
O -7.2712 -0.8391 -0.5301
O 2.3267 3.2079 2.3296
O 2.6697 1.9820 -3.3064
O -5.1974 -0.3655 -1.3177
C 2.2049 2.2122 2.9870
C 0.9197 5.2039 0.5400
C -4.7124 -2.4014 -2.1588
C 2.0243 6.5551 2.4636
C -4.3760 -0.9399 -2.3650
C 3.4961 0.7691 -3.3354
C 3.3948 -1.0996 -1.5789
C 2.4514 0.8672 4.7792
C 2.0297 1.9530 -2.1171
C 1.8643 0.0686 3.6406
C -2.6335 -5.6254 -1.1380
C -2.9601 -0.4793 -2.1761
C -1.3174 0.6927 1.5599
C -0.5702 -5.8728 -3.4868
C -1.6489 -4.7309 -1.8420
C 2.7183 -1.1790 3.4380
C -0.4795 4.3078 2.1056
C 3.5662 0.3621 -1.8466
C -0.2325 -4.9225 -1.4261
C -6.2402 -1.1809 -1.1426
C 0.7630 6.1910 1.7346
C -0.6197 1.1771 0.2885
H 1.6361 6.9317 3.3707
H -2.5416 -6.6885 -1.4235
H -3.6648 -5.3716 -1.4030
H 3.0156 -0.0464 -3.9095
H 2.6286 7.3649 2.0156
H 1.8831 0.7262 5.6995
H 4.4679 0.7364 -1.3538
H 0.3001 7.1813 1.4974
H 0.3555 1.5825 0.5681
H -4.6663 -3.0150 -3.0607
H -2.5468 -5.6830 -0.0560
H 3.1223 -1.4609 4.3758
H 3.0837 -1.2350 -0.5472
H 2.6293 5.6881 2.6697
H 4.3777 1.0781 -3.8329
H -2.3920 0.5948 1.5107
H 1.9617 4.8390 0.4911
H 2.0554 -1.9999 3.0634
H -4.7979 -0.6048 -3.3193
H -0.9874 1.9211 -0.3473
H -4.0418 -2.8303 -1.3682
H 0.3130 -4.0535 -1.5980
H 4.3408 -1.6490 -1.7962
H -2.4051 -0.7480 -3.1165
H 3.4276 -0.9156 2.6581
H -0.9796 1.3722 2.3277
H -2.9131 0.5950 -2.0784
H 0.6512 5.7075 -0.4333
H 3.5081 0.7146 4.9380
H 2.6348 -1.4633 -2.2720
H 0.7610 -0.0568 3.7901
H -1.9166 -3.6987 -1.6348
H -2.5253 -0.9512 -1.3273
H -0.1693 -5.1972 -0.3473

The following is a quantum chemistry calculation of C19H24HoN5O3 as an isolated structure at a distorted geometry, from OMol25.

Calculated values
- 2S+1 = 5
- total charge = +2
- expectation value of S² = 6.004
- molar mass (g/mol) = 535.36
- E_tot (eV) = -59470.353
- gap between HOMO and LUMO (spin up / spin down) (eV) = 5.8866 / 5.8858
- HOMO (spin up / spin down) (eV) = -12.050 / -12.049
- ΔE to the lowest compared entry with this formula, charge and spin (kJ/mol) = 161.6

Atoms and positions in Å:
Ho -1.0034 0.4355 0.5459
O 2.1136 0.3992 -2.6970
O -1.4228 1.3873 2.3159
O 0.9159 0.2253 -0.6842
N 1.0099 -0.0955 1.7739
N 2.0057 -0.7277 1.1279
N -0.2151 3.6032 -4.0179
N -2.2879 -1.3481 0.2634
N -1.6425 2.1027 -0.8041
C 1.9273 -0.4789 -0.1597
C 3.7589 -2.1900 -0.6715
C -3.0839 -2.2057 0.1267
C -1.8567 1.7785 4.5874
C -3.8970 -3.3294 -0.3611
C 0.3442 0.4988 5.4026
C 0.1351 0.5835 4.0000
C -3.1322 -4.2718 -1.3084
C 4.6578 -2.7141 -1.6244
C -0.6258 0.7507 6.3667
C 3.8447 -1.1101 -3.2983
C -0.6367 2.3267 -1.9148
C 1.1003 0.0087 3.1021
C -1.8058 1.3721 5.9104
C 2.9336 -1.0814 -1.0251
C 4.6821 -2.1522 -2.9156
C 2.9603 -0.5766 -2.3506
C -1.0119 1.2560 3.5847
C -1.1627 3.3541 -2.8834
H 1.4641 0.4949 -1.8432
H -0.5009 1.3612 -2.4265
H -2.5304 1.8357 -1.2407
H 3.6954 -2.5712 0.3333
H -0.5708 4.3921 -4.5899
H -2.6753 1.5471 6.5762
H -2.1088 -4.4734 -0.9535
H -2.1005 3.0694 -3.3398
H 5.3167 -3.5548 -1.3446
H -0.4811 0.4269 7.3801
H -0.0955 2.7533 -4.5780
H -3.0484 -3.8265 -2.3072
H 0.2802 2.7275 -1.4528
H -1.8229 2.9862 -0.3051
H -4.2528 -3.8675 0.5151
H -1.3634 4.3124 -2.3986
H 1.9871 -0.4455 3.5371
H 1.3251 0.1114 5.7478
H 5.3903 -2.5610 -3.6558
H -2.6778 2.4141 4.2467
H -3.6559 -5.2178 -1.4312
H -4.7790 -2.8908 -0.8769
H 3.8779 -0.6870 -4.3263
H 0.7216 3.8623 -3.6574

Look up the molar mass of the eighth one. 535.36 g/mol

Which of these has the highest ΔE to the lowest compared entry with this formula, charge and spin? C5H6O2

What did the first record say?
The following is a quantum chemistry calculation of a 2-piece molecular cluster, C4H14N2OS overall at a distorted geometry, from OMol25.

Calculated values
- SMILES = NCNCCCS.O
- molar mass (g/mol) = 138.24
- E_tot (eV) = -20237.388
- gap between HOMO and LUMO (eV) = 9.1789
- HOMO (eV) = -8.446
- ΔE to the lowest compared entry with this formula, charge and spin (kJ/mol) = 61.8

Atoms and positions in Å:
S 1.1701 -1.9934 -0.9606
O 1.8706 -1.6869 2.5972
N -1.4072 -0.2978 1.8118
N -1.5866 0.9147 -0.2755
C 0.7640 0.7050 -1.0811
C -0.5423 1.4748 -1.1281
C 0.6777 -0.6080 -1.9599
C -1.3804 1.0100 1.1544
H -2.0675 -0.3110 2.5771
H -0.4861 -0.5857 2.1244
H 0.7489 -3.0042 -1.7307
H -0.4221 1.4975 1.3434
H -1.8283 -0.0147 -0.5938
H -0.2911 -0.6341 -2.4197
H 1.5723 1.2824 -1.5034
H -2.1470 1.6473 1.6066
H 1.5978 -1.9274 1.6938
H -0.4227 2.4989 -0.8239
H -0.9256 1.5984 -2.1422
H 1.3527 -0.4317 -2.7722
H 2.8234 -1.5512 2.5283
H 0.9293 0.4170 -0.0459

Which of these has the highest E_tot? C4H11NO